Below is C3H5NO3 in the gas phase at a distorted geometry, with properties calculated with ωB97M-V with the def2-TZVPD basis set.

Its structure (SMILES) is N#CCC(O)(O)O. For the maximum force, the calculation gives 3.8 eV Å⁻¹. As for the net charge: 0. The calculated total energy is -397.772379 Ha. Its LUMO energy is 0.4 eV. The relative energy (zero: lowest compared OMol25 entry of this formula, charge and spin) is 1.750 eV.

CARTESIAN COORDINATES (ANGSTROEM)
O -0.7489 -1.1395 -1.2858
O 0.8040 -1.1187 0.5450
O -1.2311 -0.2276 0.7214
N 0.7898 2.2396 1.4479
C 0.3474 0.8231 -0.6929
C 0.5810 1.6945 0.4398
C -0.1883 -0.5085 -0.1657
H -0.3122 1.1770 -1.3872
H 1.3804 0.7047 -1.1819
H -0.7828 -2.1116 -1.3071
H -0.9828 0.0302 1.5855
H 0.3433 -1.5632 1.2809

Atoms 1-3, force components in eV/Å:
0.5 -0.2 0.1
0.3 -1.4 0.2
-2.0 -1.1 -1.6